# 1
This record from the OMol25 dataset describes 12 unconnected molecules or ions with the total composition C42H72O36. The level of theory is ωB97M-V with the def2-TZVPD basis set.

```
150
Properties=species:S:1:pos:R:3:forces:R:3
C -10.44313 0.43508 21.67597 0.7 -0.6 0.3
C -11.05925 0.34807 23.04531 0.7 1.6 1.2
O -11.60663 -0.97755 23.18491 0.6 1.6 -0.2
C -11.58007 -1.49218 21.94540 -1.7 -2.6 0.3
O -12.03597 -2.57784 21.68089 0.5 0.8 0.2
O -11.06086 -0.67578 21.07025 0.3 0.3 -2.2
H -9.37301 0.23040 21.70855 0.1 0.2 -0.1
H -10.63194 1.36585 21.14108 -0.2 -0.3 0.0
H -11.74868 1.19003 23.10783 -0.9 -0.7 0.4
H -10.29806 0.54720 23.79966 -0.2 -0.4 0.2
C -10.54345 -7.00022 25.07456 0.1 -1.0 1.1
C -9.39967 -7.70887 25.77373 -1.1 2.5 1.9
O -9.29908 -8.93845 25.12693 1.0 0.0 0.4
C -9.55650 -8.65586 23.83765 -0.9 -3.5 -1.9
O -9.34344 -9.46143 22.92777 -0.5 3.0 2.2
O -10.29799 -7.54202 23.80256 -0.5 1.0 -2.9
H -10.56114 -5.91787 25.20217 0.6 0.0 -0.8
H -11.50988 -7.31962 25.46457 -0.2 -0.4 -0.3
H -9.69303 -7.71693 26.82348 0.7 -0.9 0.1
H -8.55748 -7.03246 25.62781 0.7 -0.6 0.1
C -4.40921 -8.23998 25.07246 0.6 0.9 2.0
C -3.40606 -7.12582 24.73287 0.4 -0.7 2.3
O -3.29774 -7.20020 23.35427 1.3 0.9 -1.2
C -4.30965 -7.85368 22.81159 -1.8 -0.7 -0.4
O -4.62526 -7.87189 21.64281 0.7 -0.2 2.5
O -4.98972 -8.48742 23.87735 -1.4 -0.2 -3.9
H -5.10049 -7.84228 25.81549 -0.5 -0.1 -0.2
H -4.04593 -9.17194 25.50554 0.6 0.1 -0.1
H -2.47557 -7.32204 25.26560 0.4 0.0 -0.6
H -3.72692 -6.14605 25.08666 -0.3 0.1 -0.5
C -0.48882 -4.08347 19.16144 -0.1 -0.8 -1.6
C -1.96370 -3.87141 19.42774 -0.4 -0.2 -0.1
O -1.93702 -2.99690 20.52220 -1.9 0.4 1.0
C -0.74253 -2.53111 20.73111 1.8 2.8 1.5
O -0.44691 -1.57898 21.42248 -0.7 -1.3 -0.4
O 0.16708 -3.19049 20.02564 0.8 -0.7 -0.2
H -0.27047 -3.78798 18.13523 0.2 -0.1 0.0
H -0.21853 -5.13461 19.26218 0.4 0.2 0.5
H -2.50678 -4.76184 19.74442 0.0 0.0 -0.4
H -2.44643 -3.33439 18.61124 -0.2 -0.4 -0.1
C -13.54152 -7.90696 20.54433 -0.6 -0.7 1.7
C -12.77451 -8.50119 19.39591 0.1 0.5 1.3
O -13.77011 -8.41496 18.37729 2.6 -0.7 -1.8
C -14.97391 -8.23069 18.88493 -2.9 0.9 -5.4
O -15.96888 -8.11396 18.16125 2.0 -0.7 2.0
O -14.88003 -8.06186 20.12213 -1.7 1.0 4.3
H -13.27037 -6.86478 20.71295 -0.4 0.1 -0.1
H -13.56456 -8.42193 21.50474 0.8 0.0 0.0
H -12.40927 -9.51052 19.58560 -0.2 0.0 -0.4
H -11.95700 -7.78049 19.37723 0.3 -0.5 -1.5
C -3.94102 5.04100 25.17447 -0.8 2.0 -0.1
C -3.58177 6.00213 26.32532 0.9 0.8 -0.8
O -3.07621 5.11192 27.24978 0.5 -0.8 2.2
C -3.41117 3.82796 26.96200 1.9 1.0 1.1
O -3.08851 2.89239 27.59904 0.0 -0.9 1.1
O -3.97742 3.77582 25.80869 -1.8 -0.2 -2.9
H -3.23210 5.08482 24.34766 0.1 -0.4 0.2
H -4.90772 5.37925 24.80140 -0.2 -0.8 -0.2
H -4.33108 6.66149 26.76336 -0.7 -0.6 -0.1
H -2.78171 6.70602 26.09607 0.2 -0.2 -0.5
C -7.33149 -3.97290 21.47181 0.2 1.2 0.3
C -7.07233 -4.03553 22.99676 -0.8 -1.7 -0.9
O -5.80464 -3.66165 23.45592 0.1 0.8 0.3
C -5.54471 -2.39757 23.75805 -4.1 3.2 -2.5
O -6.31334 -1.39980 23.62258 1.7 -3.0 0.8
O -4.31669 -2.35366 23.99761 3.6 -1.4 1.3
C -3.59174 -1.18431 24.25212 -1.0 1.4 -0.2
H -8.21089 -4.57564 21.24496 0.3 -0.3 -0.1
H -6.46906 -4.18756 20.84075 0.1 -0.9 0.4
H -7.56260 -2.97420 21.10130 -0.3 0.4 0.5
H -6.96447 -5.08792 23.25933 -0.9 -0.3 -0.2
H -7.90624 -3.61410 23.55807 0.3 0.3 0.1
H -4.20705 -0.55545 24.89557 0.4 0.1 0.4
H -3.54814 -0.64017 23.30867 0.6 0.0 0.0
H -2.62348 -1.45413 24.67375 -0.3 0.1 -0.2
C -9.18541 5.13300 19.79990 0.8 -0.1 -1.7
C -7.91206 5.02598 18.88020 -3.5 -1.1 0.2
O -6.82005 5.63334 19.42494 2.0 0.7 0.8
C -5.90547 4.91382 20.05129 2.4 -0.8 0.8
O -4.84209 5.34588 20.44280 -1.0 0.4 -0.2
O -6.19317 3.60528 20.17817 0.0 -0.7 0.9
C -5.24635 2.72870 20.91541 -0.2 0.6 -0.2
H -9.67943 6.09952 19.70050 0.2 0.0 0.6
H -8.92768 4.80486 20.80688 -0.3 0.2 0.0
H -9.82593 4.40772 19.29811 -0.5 -0.1 0.5
H -8.11587 5.49236 17.91633 0.1 -0.1 0.0
H -7.84327 3.94192 18.78971 0.8 0.2 -0.5
H -5.08530 2.90311 21.97924 -0.9 0.8 0.2
H -4.21814 2.84519 20.57291 -0.3 -0.3 -0.9
H -5.71310 1.74613 20.84606 0.4 0.1 -0.4
C 1.67046 -3.88217 25.33368 0.4 -0.3 -0.2
C 2.40284 -2.59558 25.57966 0.7 0.9 -1.5
O 3.54115 -2.92880 26.35654 1.5 0.8 1.7
C 4.60340 -2.08962 26.60906 -0.3 2.1 0.4
O 4.67943 -0.84724 26.68774 -0.9 -3.4 -0.8
O 5.62897 -2.89497 26.86723 -1.1 -1.2 -0.7
C 6.93580 -2.36831 26.92436 -0.4 0.4 0.4
H 0.86742 -3.78649 24.60287 -0.1 0.3 0.2
H 1.32749 -4.35223 26.25538 -0.1 0.0 -0.1
H 2.41925 -4.51280 24.85439 -0.2 -0.4 0.2
H 1.80181 -1.74496 25.90108 0.1 -0.1 0.6
H 2.89127 -2.30523 24.64947 -0.7 0.4 -0.5
H 7.15636 -1.86670 25.98212 0.2 0.2 0.2
H 7.58289 -3.23395 27.06600 0.0 0.3 0.1
H 6.90712 -1.69719 27.78278 0.8 0.2 -0.2
C 1.84853 3.19930 25.38793 0.6 0.4 0.2
C 2.33721 4.01036 24.19624 -1.5 -2.6 -0.7
O 3.27847 4.94351 24.60798 -0.1 -0.3 0.7
C 3.70667 5.83313 23.74758 -0.5 1.0 -1.8
O 3.32500 6.02048 22.59899 0.5 -0.4 1.7
O 4.62230 6.52839 24.40695 0.6 1.8 0.0
C 4.90676 7.87543 23.93373 0.4 0.0 0.0
H 1.18503 2.37123 25.13856 -0.4 0.5 -0.4
H 1.36314 3.92696 26.03833 0.0 -0.5 0.6
H 2.68694 2.66540 25.83527 0.1 0.5 0.5
H 1.44580 4.41275 23.71501 0.4 0.6 -0.2
H 2.76792 3.27055 23.52151 0.3 0.4 -0.5
H 4.36140 8.66261 24.45436 -0.8 -0.5 0.2
H 4.71903 7.98351 22.86547 0.2 -0.2 0.1
H 5.92788 8.12839 24.21908 0.2 -0.6 -0.4
C -13.39170 -2.56705 29.04908 -0.1 -0.5 -0.5
C -12.09147 -3.05886 28.36938 -1.5 -1.1 -0.4
O -11.30174 -1.94266 28.04597 0.5 1.1 0.5
C -9.99555 -2.00777 27.82205 1.9 -5.2 -0.5
O -9.34442 -3.06710 27.55579 -2.1 3.2 0.8
O -9.49571 -0.83748 27.97767 0.9 3.1 0.1
C -8.08161 -0.55563 28.07381 0.9 -1.3 0.1
H -13.92877 -1.89535 28.37941 0.3 0.5 0.2
H -13.29935 -2.17585 30.06227 0.5 0.4 -0.3
H -14.12344 -3.36453 29.17831 0.3 -0.6 -0.2
H -12.32289 -3.54431 27.42128 -0.4 0.0 -0.1
H -11.62505 -3.86675 28.93316 0.7 0.6 0.4
H -7.84716 0.24980 28.76982 -0.9 -0.1 0.2
H -7.55261 -0.27749 27.16228 -0.8 -0.1 -0.5
H -7.59329 -1.46613 28.42111 0.0 0.0 0.1
C -10.62871 -4.28711 16.42894 -0.1 0.7 0.1
C -10.92049 -2.84010 16.90125 -1.2 -2.1 -1.6
O -9.70989 -2.15466 16.87357 1.4 0.8 0.9
C -9.72862 -0.83905 16.80426 -0.7 3.2 -0.4
O -10.72895 -0.08881 16.70600 3.5 -2.7 0.5
O -8.43254 -0.28579 16.81771 -1.0 -0.3 -0.2
C -7.17183 -1.03671 16.84660 -1.4 -0.8 0.9
H -10.04685 -4.81522 17.18434 -0.3 -0.1 0.1
H -10.04743 -4.37159 15.51075 -0.2 0.4 -0.1
H -11.60906 -4.73796 16.27490 0.2 -0.4 0.1
H -11.43534 -2.98690 17.85071 0.5 0.9 0.5
H -11.59777 -2.33645 16.21152 -0.1 -0.1 0.1
H -6.36528 -0.43479 17.26526 -0.4 0.6 -0.5
H -6.92032 -1.46528 15.87646 -0.1 0.2 0.0
H -7.28006 -1.83380 17.58215 -0.1 -0.3 -0.2
```
Forces are in eV/Å.

Calculated values
structure (SMILES) = CCOC(=O)OC.CCOC(=O)OC.CCOC(=O)OC.CCOC(=O)OC.CCOC(=O)OC.CCOC(=O)OC.O=C1OCCO1.O=C1OCCO1.O=C1OCCO1.O=C1OCCO1.O=C1OCCO1.O=C1OCCO1
charge = 0
relative energy (zero: lowest compared OMol25 entry of this formula, charge and spin) = 126.9 kcal/mol
orbital gap = 10.28 eV



# 2
This record from the OMol25 dataset describes 5 unconnected molecules or ions with the total composition C42H75BF5IN9O3. The level of theory is ωB97M-V with the def2-TZVPD basis set.

```
136
Properties=species:S:1:pos:R:3:forces:R:3
C 2.41004 3.43160 1.29003 -0.6 0.0 0.2
C 0.92780 3.57050 0.88922 0.9 0.2 0.0
C 0.06585 3.04953 2.03824 0.1 -0.2 0.4
C -1.35075 2.54579 1.70110 1.4 0.7 -1.4
N -1.75037 2.94359 0.33585 -1.6 -0.5 0.6
C -2.30203 4.05414 0.04063 0.5 0.0 -0.1
C -1.96929 5.40266 0.62158 -0.3 -0.1 0.3
C -3.33056 4.06052 -1.06630 0.6 -0.3 -0.3
N -2.43614 3.06399 2.56923 -0.8 -0.7 1.0
B -2.07937 3.59014 3.95728 -0.1 1.1 0.1
O -1.76876 2.72908 4.96954 0.4 -0.5 -0.9
C -2.09048 5.13671 4.25088 0.1 -0.2 0.0
C -0.67824 5.70143 4.55500 -0.1 -0.5 0.3
C -3.49445 2.23063 2.32428 0.6 -0.2 0.0
N -4.77329 2.65494 2.43232 -0.4 -0.4 0.3
C -5.03608 4.06835 2.75490 0.8 0.1 0.0
C -5.20218 4.40914 4.23274 -0.6 0.5 0.4
C -4.98875 3.39813 5.34413 0.4 0.3 -0.5
N -5.55147 5.61263 4.43769 0.1 -0.5 -0.2
C -5.90021 1.76943 2.17921 0.2 0.7 -0.2
F -6.04191 1.59643 0.85237 0.0 -0.2 0.0
F -5.70861 0.58358 2.78054 0.0 0.0 0.1
C -7.30609 2.27867 2.64648 -0.2 -0.9 -0.4
F -8.12504 1.24949 2.46501 -0.2 -0.2 0.0
F -7.33793 2.59834 3.92589 0.1 0.4 0.3
F -7.74565 3.26981 1.89223 0.1 0.5 0.1
N -3.06474 1.00881 1.98538 -0.1 0.6 -1.8
O -3.79840 0.24128 1.09857 -0.2 0.0 0.4
C -1.55609 0.98747 1.74328 -0.8 -0.1 1.3
C -1.26085 0.29533 0.42874 0.8 -0.2 -0.1
C 0.21948 0.37774 -0.02994 -0.3 -0.6 -0.1
C 0.76523 -0.96714 -0.53323 0.1 0.5 -0.6
C -0.06183 -1.56259 -1.68912 -0.5 0.3 0.4
C -0.87509 -2.80688 -1.34390 0.2 -0.3 -0.5
O -0.09844 -3.74888 -0.62413 0.0 0.2 0.3
C -0.60925 -4.08428 0.65034 -0.2 -0.1 0.2
C 0.49123 -4.57290 1.56925 -0.1 -0.4 -0.1
C -0.95123 0.28082 3.04777 0.5 -0.1 -1.1
I -2.46334 -0.60422 4.33034 0.1 0.1 0.0
C 0.08965 -0.83918 2.82154 0.5 0.1 0.8
C 1.56494 -0.38913 2.92412 -0.1 -0.2 -0.3
H 3.04705 4.08563 0.70028 0.1 -0.1 -0.1
H 2.71760 2.39224 1.18183 0.2 0.0 0.0
H 2.51946 3.71815 2.33914 0.2 0.0 0.0
H 0.76256 4.63116 0.69829 -0.4 0.0 0.0
H 0.78751 3.03215 -0.04341 -0.3 0.0 0.0
H 0.06093 3.84807 2.78984 -0.3 0.0 0.0
H 0.63389 2.24556 2.50905 -0.1 -0.1 0.0
H -1.68515 5.36541 1.67129 0.1 0.0 -0.1
H -2.80295 6.09036 0.49442 0.1 0.1 0.1
H -1.11709 5.79056 0.06112 0.0 0.0 -0.1
H -2.84354 4.24221 -2.02756 -0.2 0.2 -0.1
H -4.09153 4.81686 -0.88821 0.0 0.1 -0.1
H -3.79192 3.07734 -1.12091 0.0 0.0 0.0
H -0.84809 2.77473 5.25383 -0.2 0.1 0.5
H -2.66986 5.24186 5.17160 -0.1 0.0 0.0
H -2.61923 5.71655 3.49777 0.1 0.2 0.0
H -0.19751 6.14162 3.68478 0.0 0.1 0.0
H -0.02761 4.89964 4.91697 0.1 0.1 0.0
H -0.72751 6.41361 5.37423 0.1 0.3 -0.2
H -4.15336 4.60885 2.41267 0.0 0.0 -0.1
H -5.85947 4.45254 2.16363 -0.2 -0.1 0.1
H -5.95235 3.16819 5.78692 0.0 -0.1 0.1
H -4.33775 3.85520 6.08780 -0.1 -0.1 0.1
H -4.50964 2.47740 5.01179 -0.1 -0.1 0.0
H -5.65940 5.80380 5.43314 0.1 0.1 0.0
H -4.18124 -0.47805 1.62796 0.2 0.0 0.1
H -1.50021 -0.76379 0.50802 -0.4 0.1 0.1
H -1.85202 0.76130 -0.34863 -0.3 -0.2 0.1
H 0.88494 0.73958 0.74791 0.0 0.2 -0.1
H 0.27751 1.03656 -0.89688 0.0 0.4 0.2
H 0.94123 -1.67242 0.27595 -0.1 -0.2 -0.1
H 1.74014 -0.72030 -0.94093 0.2 -0.2 0.2
H 0.55978 -1.73745 -2.56591 0.1 -0.2 0.1
H -0.79620 -0.81215 -2.00522 0.0 0.0 -0.2
H -1.79672 -2.55262 -0.81232 0.1 0.0 0.2
H -1.18459 -3.28290 -2.28020 -0.1 0.0 0.0
H -1.38338 -4.85297 0.52934 0.0 0.0 0.1
H -1.10719 -3.23226 1.13365 0.0 0.2 -0.3
H 0.15259 -4.51999 2.60507 0.0 0.1 0.0
H 0.71743 -5.61942 1.36781 0.2 0.0 -0.1
H 1.39706 -3.97900 1.45389 0.0 0.1 0.0
H -0.44186 1.05315 3.61400 -0.4 -0.1 0.5
H -0.03031 -1.53467 3.64805 -0.1 -0.1 -0.1
H -0.09342 -1.42107 1.92664 -0.1 0.1 -0.1
H 1.66671 0.58496 3.40294 0.0 0.0 0.0
H 2.06796 -0.35910 1.95914 0.0 0.2 0.0
H 2.11566 -1.10780 3.52924 0.0 0.0 0.0
C -1.79712 -7.31293 -3.63899 -0.1 0.0 0.0
C -2.75107 -7.91664 -2.61569 0.1 0.1 -0.2
C -2.37476 -7.56003 -1.17087 -0.1 -0.1 -0.2
C -1.03774 -8.05877 -0.85278 0.4 -0.2 0.2
N 0.00621 -8.49134 -0.63310 -0.4 0.3 0.0
H -0.78361 -7.69472 -3.50804 0.0 0.0 0.0
H -2.11000 -7.56510 -4.65094 0.0 0.0 0.0
H -1.76688 -6.22393 -3.55279 0.0 0.0 0.0
H -2.76461 -9.00167 -2.72938 0.0 0.0 0.1
H -3.76487 -7.56182 -2.80853 0.0 0.0 0.1
H -3.08687 -7.99693 -0.47015 0.0 0.0 0.1
H -2.38442 -6.47737 -1.02995 0.0 0.0 0.0
C 4.48866 0.36815 -4.04575 0.0 0.0 0.0
C 5.42510 1.28375 -3.26443 -0.1 -0.1 -0.2
C 5.75318 0.75169 -1.86480 0.0 0.2 -0.2
C 4.54033 0.61718 -1.06084 -0.3 -0.1 0.4
N 3.58426 0.51060 -0.42714 0.4 0.2 -0.2
H 3.52015 0.27228 -3.55124 0.0 0.0 0.0
H 4.30757 0.76625 -5.04398 0.0 0.0 0.0
H 4.91525 -0.63046 -4.15475 0.0 0.0 0.0
H 4.97582 2.27538 -3.17841 0.1 0.0 0.0
H 6.36030 1.40271 -3.81164 0.1 0.0 0.1
H 6.43686 1.42977 -1.35349 0.0 0.0 0.0
H 6.23430 -0.22552 -1.93020 0.0 0.0 0.0
C 1.27402 -10.52257 -3.04901 0.1 0.0 -0.1
C 2.23144 -10.32126 -4.21682 -0.1 -0.1 0.1
C 1.80818 -9.16140 -5.12656 0.1 -0.2 0.0
C 0.48320 -9.38669 -5.70491 -0.4 0.0 -0.2
N -0.56375 -9.57318 -6.14614 0.4 0.1 0.2
H 0.27438 -10.78790 -3.39845 0.0 0.0 0.0
H 1.62005 -11.33046 -2.40475 0.0 0.0 0.0
H 1.19535 -9.62153 -2.44310 0.0 0.0 0.0
H 2.29477 -11.24051 -4.80203 0.0 0.0 -0.1
H 3.23410 -10.11525 -3.83888 0.0 0.1 -0.1
H 2.51988 -9.03323 -5.94287 0.0 0.1 0.0
H 1.77634 -8.22906 -4.55916 0.0 0.0 0.0
C 6.89501 5.77987 -4.17676 0.0 0.0 0.0
C 8.39449 5.61406 -4.39284 -0.2 0.1 0.0
C 8.83196 4.14464 -4.42465 0.0 0.2 0.0
C 8.52326 3.47045 -3.16389 0.0 -0.3 0.3
N 8.28526 2.94114 -2.16965 0.0 0.2 -0.3
H 6.58578 5.37409 -3.21207 0.0 0.0 0.0
H 6.62124 6.83422 -4.19177 0.0 0.0 0.0
H 6.32637 5.27347 -4.95936 0.0 0.0 0.0
H 8.93620 6.13592 -3.60258 0.1 0.0 0.0
H 8.68007 6.07976 -5.33677 0.1 -0.1 0.0
H 9.90574 4.06727 -4.59661 0.0 -0.1 0.0
H 8.32437 3.61275 -5.23142 0.0 0.0 0.0
```
Forces are in eV/Å.

Calculated values
charge = +1
relative energy (zero: lowest compared OMol25 entry of this formula, charge and spin) = 0.0 kcal/mol
orbital gap = 8.68 eV